--- a ---
A 2-piece molecular cluster, C2H5O2S overall, computed with ωB97M-V/def2-TZVPD.

Computed properties:
- Frontier orbital gap: 7.16 eV
- Total charge: -1
- Molecular weight: 93.13 g/mol
- E_HOMO: -3.09 eV
- Multiplicity: 1

Structure (XYZ):
```
10
Properties=species:S:1:pos:R:3:nbo_charge:R:1
C -1.025 1.478 -0.064 -0.7430
S 0.252 1.666 -1.345 -0.6095
H -0.585 1.530 0.935 0.1724
H -1.870 2.177 -0.043 0.1784
H -1.472 0.482 -0.076 0.1736
O 0.759 -3.001 0.353 -0.6340
C 0.966 -1.817 0.365 0.6587
O 1.233 -1.089 -0.683 -0.7460
H 0.948 -1.277 1.328 0.0629
H 0.794 -0.148 -0.770 0.4867
```

--- b ---
C2H5O2S as an isolated structure, computed with ωB97M-V/def2-TZVPD.

Computed properties:
- Frontier orbital gap: 7.47 eV
- Total charge: -1
- Molecular weight: 93.13 g/mol
- E_HOMO: -3.39 eV
- Multiplicity: 1

Structure (XYZ):
```
10
Properties=species:S:1:pos:R:3:nbo_charge:R:1
C 0.036 -0.478 -1.905 -0.7255
S -0.811 1.086 -1.465 -0.5163
H 0.681 -0.753 -1.081 0.1918
H 0.560 -0.403 -2.860 0.1818
H -0.676 -1.298 -2.056 0.1794
O -0.828 -0.300 2.939 -0.6625
C 0.099 0.182 2.321 0.6675
O 0.038 0.915 1.264 -0.7963
H 1.141 0.037 2.657 0.0457
H -0.240 1.011 0.185 0.4345
```

Stability ranking, top and bottom: a is the most stable and b is the least stable.

--- a ---
One molecule with the formula C5H9P, computed with ωB97M-V/def2-TZVPD.

Computed properties:
- Frontier orbital gap (spin up / spin down): 8.30 / 7.78 eV
- Molecular weight: 100.10 g/mol
- E_HOMO (spin up / spin down): -8.43 / -7.68 eV
- Multiplicity: 1

Structure (XYZ):
```
15
Properties=species:S:1:pos:R:3:nbo_charge:R:1
C 1.107 1.192 1.171 -0.3154
C 1.735 1.181 0.041 -0.1346
C 0.057 0.207 1.639 -0.4259
C -0.767 -0.482 0.544 -0.7312
C -0.697 -0.941 -2.221 -0.9687
P 0.248 -1.426 -0.706 0.6068
H 1.334 1.920 1.960 0.2136
H 2.507 1.701 -0.473 0.1882
H 0.573 -0.558 2.230 0.2164
H -0.629 0.724 2.317 0.2117
H -1.424 -1.201 1.050 0.2314
H -1.393 0.248 0.025 0.2172
H -0.147 -1.262 -3.103 0.2316
H -0.842 0.138 -2.254 0.2302
H -1.665 -1.442 -2.221 0.2286
```

--- b ---
One molecule with the formula C5H9P, computed with ωB97M-V/def2-TZVPD.

Computed properties:
- Frontier orbital gap: 9.39 eV
- SMILES string: CC1=CCPC1
- Molecular weight: 100.10 g/mol
- E_HOMO: -8.38 eV
- Multiplicity: 1

Structure (XYZ):
```
15
Properties=species:S:1:pos:R:3:nbo_charge:R:1
C 0.003 -1.055 -0.005 -0.2155
C -0.537 0.149 -0.074 0.0027
C 1.423 -1.141 -0.218 -0.7564
C 0.468 1.240 -0.416 -0.6998
C -1.937 0.370 0.246 -0.6333
P 2.086 0.456 0.254 0.5657
H -0.665 -1.884 0.179 0.2052
H 1.828 -1.905 0.455 0.2414
H 1.678 -1.257 -1.304 0.2327
H 0.707 1.325 -1.537 0.2256
H 0.349 2.252 -0.061 0.2339
H -2.253 1.273 0.703 0.2223
H -2.240 -0.544 0.838 0.2187
H -2.576 0.354 -0.725 0.2125
H 1.664 0.367 1.665 -0.0556
```

--- c ---
A 2-piece molecular cluster, C5H9P overall, computed with ωB97M-V/def2-TZVPD.

Computed properties:
- Frontier orbital gap: 10.19 eV
- SMILES string: CP1CC1.C#C
- Molecular weight: 100.10 g/mol
- E_HOMO: -8.98 eV
- Multiplicity: 1

Structure (XYZ):
```
15
Properties=species:S:1:pos:R:3:nbo_charge:R:1
C -1.625 0.112 3.362 -0.2394
C -2.646 0.374 2.882 -0.2246
C 0.256 0.414 -2.321 -0.6719
C 0.449 -1.201 0.091 -0.9075
C 1.501 0.905 -1.506 -0.6788
P -0.012 0.560 -0.516 0.6854
H -0.702 -0.039 3.918 0.2377
H -0.210 1.150 -2.955 0.2269
H 0.460 -0.454 -2.777 0.2132
H 0.540 -1.882 -0.867 0.2291
H 1.509 -0.992 0.387 0.2235
H -0.169 -1.478 0.901 0.2319
H 1.849 1.916 -1.566 0.2291
H -3.487 0.521 2.290 0.2259
H 2.286 0.094 -1.321 0.2195
```

--- d ---
One molecule with the formula C5H9P, computed with ωB97M-V/def2-TZVPD.

Computed properties:
- Frontier orbital gap: 9.58 eV
- SMILES string: CPC1(C)C=C1
- Molecular weight: 100.10 g/mol
- E_HOMO: -8.51 eV
- Multiplicity: 1

Structure (XYZ):
```
15
Properties=species:S:1:pos:R:3:nbo_charge:R:1
C -0.859 -0.010 -1.438 -0.1914
C 0.360 0.326 -1.315 -0.1833
C -0.564 0.373 -0.051 -0.2998
C -1.116 1.724 0.478 -0.6424
C 1.542 -1.461 0.877 -0.9525
P -0.177 -0.992 1.264 0.5326
H -1.654 -0.114 -2.130 0.2187
H 1.327 0.547 -1.740 0.2334
H -0.367 2.476 0.828 0.2152
H -1.940 1.588 1.142 0.2174
H -1.611 2.310 -0.341 0.2031
H 1.602 -2.558 0.930 0.2413
H 2.378 -0.934 1.403 0.2333
H 1.761 -1.431 -0.178 0.2244
H -0.683 -1.845 0.271 -0.0499
```

Stability ranking, top and bottom: b is the most stable and c is the least stable.

--- a ---
One molecule with the formula C5H9P, computed with ωB97M-V/def2-TZVPD.

Computed properties:
- Frontier orbital gap: 9.24 eV
- SMILES string: C[C@@H]1CCC=P1
- Molecular weight: 100.10 g/mol
- E_HOMO: -8.67 eV
- Multiplicity: 1

Structure (XYZ):
```
15
Properties=species:S:1:pos:R:3:nbo_charge:R:1
C 1.246 -1.548 -0.971 -0.5466
C 1.014 -0.181 -1.416 -0.4520
C -0.258 0.227 -0.690 -0.4262
C 0.090 0.015 0.787 -0.3464
C -0.955 0.205 1.827 -0.6469
P 0.890 -1.963 0.617 0.5044
H 1.871 -2.087 -1.576 0.2048
H 2.009 0.251 -0.975 0.2211
H 0.923 -0.037 -2.451 0.2138
H -0.327 1.348 -0.848 0.2090
H -1.034 -0.414 -1.081 0.2183
H 1.006 0.470 1.019 0.1944
H -1.931 -0.206 1.489 0.2211
H -0.923 1.208 2.327 0.2187
H -0.512 -0.352 2.731 0.2125
```

--- b ---
One molecule with the formula C5H9P, computed with ωB97M-V/def2-TZVPD.

Computed properties:
- Frontier orbital gap: 8.26 eV
- SMILES string: C=P#CC(C)C
- Molecular weight: 100.10 g/mol
- E_HOMO: -8.43 eV
- Multiplicity: 1

Structure (XYZ):
```
15
Properties=species:S:1:pos:R:3:nbo_charge:R:1
C 0.601 -0.353 -0.697 -0.4653
C 0.457 -3.647 0.333 -0.8443
C 0.540 2.120 -0.606 -0.6012
C -1.285 0.716 0.361 -0.5955
C 0.250 0.873 0.186 -0.3014
P 0.391 -1.891 -0.114 0.8814
H 1.413 -3.976 0.436 0.2205
H -0.378 -4.059 -0.054 0.2175
H -0.108 2.303 -1.376 0.2104
H 1.580 2.211 -1.132 0.2125
H 0.542 2.900 0.146 0.2079
H -1.682 1.679 0.662 0.2089
H -1.469 0.065 1.225 0.2085
H -1.672 0.234 -0.506 0.2238
H 0.820 0.825 1.135 0.2162
```

Stability ranking, top and bottom: a is the most stable and b is the least stable.

--- a ---
A 2-piece molecular cluster, C6H8S2 overall, computed with ωB97M-V/def2-TZVPD.

Computed properties:
- Frontier orbital gap: 8.44 eV
- Molecular weight: 144.26 g/mol
- E_HOMO: -8.81 eV
- Multiplicity: 1

Structure (XYZ):
```
16
Properties=species:S:1:pos:R:3:nbo_charge:R:1
C 0.899 -0.363 2.284 -0.6153
C 0.108 0.416 1.228 -0.2172
C -1.077 -0.393 0.673 -0.3172
C 0.205 -0.128 -0.148 -0.2868
C 1.434 -0.992 -0.153 -0.0311
C 2.480 -1.697 -0.256 -0.2926
H 1.915 0.169 2.511 0.2203
H 0.465 0.028 3.170 0.2238
H 0.988 -1.360 2.179 0.2274
H 0.107 1.523 1.305 0.2394
H -1.185 -1.408 1.095 0.2520
H -1.496 1.263 -1.578 0.1526
H 1.727 1.465 -0.909 0.1503
H 3.397 -2.231 -0.715 0.2710
S -2.533 0.246 -0.289 -0.0723
S 0.644 0.972 -1.513 0.0958
```

--- b ---
One molecule with the formula C6H8S2, computed with ωB97M-V/def2-TZVPD.

Computed properties:
- Frontier orbital gap: 8.58 eV
- SMILES string: C=C[C@@]1(C)SCC1=S
- Molecular weight: 144.26 g/mol
- E_HOMO: -8.97 eV
- Multiplicity: 1

Structure (XYZ):
```
16
Properties=species:S:1:pos:R:3:nbo_charge:R:1
C -0.250 0.085 1.923 -0.6166
C -0.268 -0.145 0.391 -0.2033
C 0.364 -1.780 -1.099 -0.5767
C 1.013 -0.737 -0.237 -0.0636
C -0.816 1.076 -0.323 -0.1953
C -0.084 1.873 -1.144 -0.3875
H -1.257 0.408 2.236 0.2180
H 0.468 0.873 2.181 0.2314
H 0.001 -0.819 2.486 0.2276
H 0.110 -1.451 -2.111 0.2464
H 0.849 -2.771 -1.145 0.2444
H -1.864 1.312 -0.107 0.2160
H 0.938 1.624 -1.422 0.2064
H -0.564 2.725 -1.627 0.2096
S -1.222 -1.724 -0.128 0.1493
S 2.581 -0.550 0.127 0.0939
```

Stability ranking, top and bottom: b is the most stable and a is the least stable.

--- a ---
A 2-piece molecular cluster, C3H3N2O2 overall, computed with ωB97M-V/def2-TZVPD.

Computed properties:
- Frontier orbital gap: 3.95 eV
- Total charge: -1
- Molecular weight: 99.07 g/mol
- E_HOMO: -1.09 eV
- Multiplicity: 1

Structure (XYZ):
```
10
Properties=species:S:1:pos:R:3:nbo_charge:R:1
C -1.570 -1.276 0.308 -0.0953
C -0.927 -0.133 0.025 0.1299
C 2.808 1.886 -0.355 1.0218
N -1.381 -2.480 -0.200 -0.9217
N -0.758 1.071 -0.314 -0.7532
O 3.303 1.793 0.680 -0.5171
O 2.539 2.048 -1.475 -0.5174
H -2.190 -1.219 1.436 0.0743
H -2.023 -3.123 0.272 0.2928
H 0.199 1.433 -0.377 0.2859
```

--- b ---
An isolated ion of composition C3H3N2O2 and charge -1, computed with ωB97M-V/def2-TZVPD.

Computed properties:
- Frontier orbital gap: 6.55 eV
- Total charge: -1
- Molecular weight: 99.07 g/mol
- E_HOMO: -2.27 eV
- Multiplicity: 1

Structure (XYZ):
```
10
Properties=species:S:1:pos:R:3:nbo_charge:R:1
C 1.606 -0.516 -0.031 -0.0827
C 3.958 -0.203 0.002 0.6161
C 2.792 0.434 -0.013 -0.0381
N -0.792 -0.097 -0.028 -0.6687
N 0.565 0.306 -0.020 -0.4758
O 4.925 -0.916 0.010 -0.5584
O 2.593 1.722 0.000 -0.8779
H -0.930 -0.735 -0.812 0.3399
H -0.983 -0.634 0.821 0.3361
H 0.755 1.327 -0.003 0.4094
```

Stability ranking, top and bottom: a is the most stable and b is the least stable.